DFT (ωB97M-V with the def2-TZVPD basis set) results for a single C14H16ClNO5 molecule at a distorted geometry.

Each line ends with the natural charge from an NBO analysis.
Atoms and positions in Å:
C: -0.009936 5.079781 -0.961045  -0.604
C: -0.932138 4.514693 0.130867  -0.394
C: -0.115810 3.755876 1.174225  -0.401
C: 0.202691 2.339778 0.781984  -0.160
C: -0.299489 1.694228 -0.537723  -0.053
O: -0.223611 0.252822 -0.440516  -0.557
C: 0.699072 -0.218029 0.589092  0.762
C: 0.901789 -1.758781 0.418597  -0.033
C: -0.273275 -2.483313 0.178300  -0.144
C: -0.225377 -3.810587 0.338539  -0.224
C: 0.935791 -4.560176 0.714151  0.021
Cl: 0.613440 -6.246431 1.077195  0.053
C: 2.106614 -3.812655 0.972339  0.001
N: 3.304387 -4.474389 1.336932  0.500
O: 3.555353 -5.529686 0.631101  -0.390
O: 4.050957 -4.047281 2.190928  -0.321
C: 2.057103 -2.479529 0.840086  -0.170
O: 1.870383 0.558714 0.697066  -0.540
C: 1.661159 2.008299 0.786178  -0.049
O: -0.142195 0.023854 1.723443  -0.546
C: -0.340283 1.464343 1.917113  -0.058
H: 0.538530 5.967869 -0.617267  0.209
H: -0.660211 5.412830 -1.784714  0.215
H: 0.675328 4.279054 -1.200814  0.190
H: -1.375998 5.417396 0.490839  0.209
H: -1.768582 3.913247 -0.264733  0.198
H: 0.853004 4.265306 1.169680  0.211
H: -0.615284 3.908363 2.143353  0.229
H: -1.386073 1.899707 -0.777379  0.195
H: 0.247911 2.060510 -1.324659  0.174
H: -1.151885 -2.043809 -0.226143  0.244
H: -1.210481 -4.284641 0.290501  0.233
H: 2.927247 -1.873503 0.938705  0.254
H: 2.088489 2.439665 -0.222429  0.172
H: 2.245216 2.449090 1.580924  0.202
H: 0.146373 1.766100 2.880664  0.186
H: -1.370658 1.730837 1.944166  0.185

Forces on atoms 1 to 6 (eV/Å):
C -0.9849 -0.2078 -0.0540
C 0.1580 0.4121 -0.6134
C -0.0576 1.6299 -0.9389
C -0.2662 -2.7492 0.9880
C -2.8950 -0.6614 2.0571
O 1.8172 0.0265 -0.9391

Results
M = 313.74 g mol⁻¹
structure (SMILES) = CCC[C@]12CO[C@](c3ccc(Cl)c([N+](=O)[O-])c3)(OC1)OC2
total energy = -1434.03594 Ha